[1]
This record from the Open Molecules 2025 dataset describes a molecular structure, C41H20Cl2N9OTi in a non-equilibrium geometry. The level of theory is wB97M-V/def2-TZVPD.

Summary:
- 2S+1: 3
- Maximum force: 0.0586 hartree/bohr
- HOMO (alpha / beta): -2.7 / -3.5 eV
- Charge: -1
- Total energy: -106468.248 eV
- Gap between HOMO and LUMO (alpha / beta): 0.15374 / 0.16948 Eh

Geometry as XYZ:
```
74
Properties=species:S:1:pos:R:3:forces:R:3
N 0.32739 -0.22122 1.99078 0.041 -0.137 0.320
N 0.20879 1.63478 -1.60022 -0.483 0.572 -0.781
H -3.77791 2.29718 3.99488 -0.050 0.032 0.059
H 5.12469 3.10528 -0.62802 0.051 0.131 0.012
N -1.84211 -2.72012 -0.52132 0.554 -0.467 0.191
C 1.60639 -2.55592 0.03488 0.466 0.362 -0.018
C -0.56321 -2.88882 -0.25252 -0.930 0.131 -0.162
C -4.76441 0.24778 -2.90512 -0.069 0.025 -0.046
C -5.93401 -1.67062 -2.01182 0.052 -0.288 0.167
C 1.01299 -0.98612 4.15378 -0.474 0.261 0.656
C -0.52841 -5.46112 0.04218 -0.034 0.070 0.014
H 1.73709 -1.54672 4.72368 0.078 -0.060 0.045
C 2.24339 -5.03822 0.44878 0.057 0.089 -0.008
C -0.75671 3.59058 -2.35052 0.849 1.042 0.288
H -0.04641 -7.52792 0.30388 -0.082 -0.040 0.019
C 1.03779 2.68688 -1.27522 1.555 -0.178 0.330
N 2.25549 2.60108 -0.78992 -1.221 0.873 -0.444
H 2.00449 -1.39342 2.29518 -0.032 0.003 -0.077
H 3.30309 -4.87222 0.57148 0.100 0.018 0.042
C -1.52681 1.16038 1.72148 -0.290 0.247 0.137
C -2.29321 0.33398 -2.14512 -0.039 -1.129 0.338
C 0.00539 -4.17762 0.02618 0.880 -0.142 0.181
C 6.52129 1.53708 -0.12972 -0.102 0.308 -0.077
C -2.91581 1.77648 3.60878 0.386 -0.296 0.319
C -5.92081 -0.48982 -2.76182 0.020 0.298 -0.205
H -6.83541 -0.15272 -3.23142 -0.036 0.021 -0.018
H -6.86371 -2.21172 -1.91222 -0.082 -0.087 0.029
C -3.61491 -0.21462 -2.27732 0.150 -0.541 0.340
C -0.05491 6.23088 -1.98752 -0.024 0.064 -0.051
H -0.16881 -0.41082 5.86188 -0.002 -0.038 0.006
Cl -2.45251 1.06118 6.15438 -0.086 -0.009 0.342
C -2.27831 -1.59882 -1.06042 -0.431 -0.115 -0.301
C 1.69679 -6.30472 0.50148 0.136 -0.025 0.036
H 2.33219 -7.16032 0.69558 0.031 0.018 -0.021
C -1.59631 4.57648 -2.85232 0.051 -0.323 0.017
H 7.40149 2.16168 -0.20782 0.005 0.074 0.020
C -3.62121 -1.41892 -1.54062 0.310 0.539 -0.249
C -4.79311 -2.15382 -1.40462 -0.142 -0.097 -0.027
C 0.32939 -6.51392 0.28958 -0.114 -0.082 -0.021
C 1.38939 -3.96792 0.20558 -0.876 -0.402 -0.096
C -0.95691 0.36768 4.00118 0.077 0.006 -0.349
C 6.68239 0.18358 0.19008 0.035 -0.326 0.065
N -2.00031 1.54678 -2.56842 0.600 1.413 -0.142
C -1.23751 5.89548 -2.65512 0.046 0.188 0.006
N -1.50271 -0.51882 -1.42232 -1.482 0.295 -0.819
H 5.73019 -1.72432 0.47298 0.020 -0.115 0.039
N 2.80329 -2.01732 0.14888 -0.192 -0.485 0.068
C 3.01889 -0.72762 -0.03382 0.134 0.097 -0.032
C -0.70671 0.40668 2.60578 -0.172 0.164 0.225
C 5.60349 -0.67422 0.25778 0.076 -0.049 -0.004
C 4.33509 -0.15182 0.02298 -0.240 0.683 -0.156
C -2.08791 1.07098 4.45988 -0.318 0.255 -0.212
C -0.04251 -0.36092 4.78998 0.352 -0.190 -0.408
H -4.79911 -3.06412 -0.82562 -0.031 -0.128 0.048
C 2.76899 1.42668 -0.46852 0.633 -0.441 0.071
N 0.42119 -1.92442 -0.25792 0.476 -1.123 0.146
H -4.73291 1.15728 -3.48462 -0.048 0.140 -0.029
H -1.88371 6.69088 -3.00492 -0.011 -0.021 -0.038
C 4.17119 1.22338 -0.25862 -0.267 -0.619 0.071
H 0.18299 7.27428 -1.83072 0.022 0.059 -0.021
C 5.27049 2.06958 -0.36092 0.155 0.099 0.029
N 2.08699 0.24068 -0.32652 1.278 0.141 0.295
C 0.80599 5.25888 -1.51422 0.059 -0.228 0.019
H 1.71989 5.50988 -0.99642 0.063 0.028 0.043
C 1.16879 -0.90282 2.77418 -0.149 0.200 -0.776
C -2.63661 1.82978 2.24798 0.542 -0.303 -0.459
H -2.50291 4.30228 -3.36782 -0.159 -0.016 -0.007
H -1.57821 -5.60932 -0.15872 -0.124 -0.059 0.046
C 0.44259 3.92988 -1.69202 -0.941 0.408 -0.486
O -1.15331 1.18238 0.47678 -1.906 1.631 1.672
Ti 0.07199 0.07008 -0.31632 1.931 -1.382 -0.070
H 7.68039 -0.19082 0.37408 0.045 -0.070 -0.004
Cl -3.64221 2.72538 1.16908 -0.092 0.071 -0.028
C -0.88971 2.16068 -2.22712 -0.585 -1.041 -0.110
```
Forces are in eV/Å.


[2]
This record from the Open Molecules 2025 dataset describes a molecular structure, C41H24FeN11O2S2. The level of theory is wB97M-V/def2-TZVPD.

Summary:
- 2S+1: 6
- Maximum force: 0.0069 hartree/bohr
- HOMO (alpha / beta): -6.4 / -7.5 eV
- Charge: 0
- Total energy: -119453.363 eV
- Gap between HOMO and LUMO (alpha / beta): 0.18240 / 0.17859 Eh

Geometry as XYZ:
```
81
Properties=species:S:1:pos:R:3:forces:R:3
C 2.30679 -1.42821 2.48635 -0.001 0.050 -0.001
N 3.56809 -1.18346 2.09278 -0.001 0.010 -0.078
C -0.03736 -2.93021 4.76644 0.046 -0.004 -0.013
C -3.48108 -0.32863 -2.78055 0.036 0.007 0.037
H -1.70657 4.42354 -2.66314 -0.031 0.005 0.015
N 1.14702 -0.94706 1.92792 0.035 0.126 0.112
C -5.25723 0.55630 2.17412 -0.019 0.017 -0.040
C 0.75536 -3.65010 5.63814 0.025 0.008 -0.005
H -3.98805 -0.86044 3.21477 -0.001 -0.014 0.022
H -6.27695 2.02887 0.99942 -0.025 0.016 0.002
Fe 1.00604 0.10279 0.27923 0.252 0.225 0.092
C 0.12785 3.39396 -2.18277 -0.040 0.033 -0.026
C -5.71517 0.20749 -2.05528 0.055 -0.044 -0.030
C 1.43523 5.26389 -3.72157 -0.034 -0.003 0.002
H 8.33901 0.91749 -1.24043 0.030 0.002 -0.011
C -4.07225 -0.12594 2.42664 0.008 0.005 -0.054
O -2.45751 -3.71286 -1.20195 0.003 0.031 -0.013
C 6.21141 1.13251 -1.13226 0.021 -0.060 0.010
C -5.70578 -0.92127 -1.23640 0.011 0.021 0.054
C 1.99657 -2.25165 3.61741 0.046 -0.048 0.016
H 0.29548 -4.21091 6.44035 -0.005 -0.016 0.016
C -4.58575 -1.72880 -1.16685 -0.018 -0.056 -0.096
C 6.40155 -0.65141 1.06780 0.000 0.001 -0.072
C -1.58462 -0.23833 1.69149 -0.075 -0.001 0.004
C 1.96535 2.22419 -1.56610 0.080 -0.122 -0.147
H 3.43119 -1.80615 -0.80160 -0.058 -0.087 0.057
C -4.24518 1.81188 0.35884 0.013 -0.036 0.074
H -2.61878 -0.12910 -3.40238 0.023 0.022 -0.009
H 3.87137 -2.99216 4.39117 0.021 0.005 -0.003
C 2.79616 -2.97670 4.49971 -0.048 0.023 -0.004
H 3.02318 -4.37455 -1.06191 0.025 -0.026 -0.011
N -1.47956 2.10442 -0.89278 0.032 -0.027 0.111
C -0.63418 4.39011 -2.79129 0.048 -0.048 0.003
H 1.92151 6.01123 -4.33368 0.004 0.019 -0.014
H -4.29483 2.55146 -0.42745 0.008 0.016 -0.018
N 3.26949 1.89364 -1.47894 -0.071 -0.061 0.183
C -2.98983 0.19141 1.63089 0.017 -0.046 0.024
C 5.09623 0.72318 -0.42728 -0.020 0.089 0.029
N 1.32652 -1.50224 -0.91774 -0.198 -0.203 0.072
H -0.51609 6.10692 -4.05080 -0.002 0.009 -0.012
C -3.07453 1.12943 0.62309 -0.004 0.064 -0.072
N -1.19400 -1.10978 2.56142 0.088 0.070 -0.072
H -7.51765 0.93159 -1.39805 0.022 0.014 0.005
C 0.11324 -1.39634 2.69026 -0.117 -0.107 0.007
N 0.90006 1.59644 -0.98041 0.062 0.256 0.238
C 0.60793 -2.23190 3.74973 -0.017 -0.003 -0.010
C -4.58417 0.49994 -2.82320 -0.004 -0.053 -0.002
C 0.22468 -2.24610 -1.15153 -0.186 0.056 -0.249
N -0.84561 0.46187 0.76017 -0.029 -0.008 0.062
N -0.95352 -1.67841 -1.28279 -0.007 0.073 -0.010
N -6.84446 1.00172 -2.14111 -0.107 0.031 -0.043
H -4.57519 -2.61211 -0.54455 0.009 -0.032 0.048
C -5.34024 1.51221 1.16161 0.014 -0.048 0.012
C 2.19115 4.28047 -3.11759 -0.050 -0.037 0.008
C -3.47660 -1.43849 -1.94481 0.017 0.058 0.012
C 7.53135 -0.24913 0.36505 0.009 0.004 -0.004
C 0.03786 5.31773 -3.56014 0.026 0.017 -0.016
H -6.13054 0.35012 2.77840 -0.020 -0.005 0.006
C 3.82020 -0.34997 1.14266 0.015 0.075 0.056
H -6.73582 1.92322 -2.52682 0.004 0.006 0.021
S 0.58824 -3.95721 -1.24250 0.095 -0.003 0.031
H -1.11394 -2.90835 4.85730 -0.025 0.002 -0.001
H -4.58798 1.36642 -3.47326 0.008 0.024 -0.015
H 2.73929 -4.25458 6.20604 0.002 -0.005 0.016
H 3.26409 4.23128 -3.23697 0.025 -0.002 0.004
C 7.43839 0.62710 -0.71737 -0.036 -0.013 0.015
C -1.72317 1.27278 0.06274 -0.081 -0.023 -0.060
H 8.50365 -0.62015 0.66120 0.007 -0.001 -0.005
C 3.67439 1.07906 -0.56285 0.045 0.036 -0.146
C -0.22010 2.30878 -1.31276 -0.061 -0.138 -0.106
S -2.11426 -2.54933 -1.98971 -0.098 -0.071 -0.097
H -6.58685 -1.16685 -0.65697 -0.018 0.010 0.053
N 2.93867 0.43676 0.41406 0.054 -0.037 0.007
C 2.15561 -3.67316 5.50483 -0.016 -0.004 -0.006
C 2.46505 -2.28340 -0.87938 0.165 -0.266 -0.054
C 2.27247 -3.60514 -1.02375 0.052 0.205 -0.067
C 1.51251 3.34001 -2.34348 0.045 0.030 -0.028
H 6.12483 1.81102 -1.96907 -0.005 0.020 -0.006
O -1.77714 -2.75606 -3.37818 -0.077 -0.038 0.074
C 5.18813 -0.14435 0.64353 0.005 0.014 0.081
H 6.45929 -1.33223 1.90482 0.002 -0.009 0.032
```
Forces are in eV/Å.


[3]
This record from the Open Molecules 2025 dataset describes a molecular structure, C41H29BiFIN2O8Te. The level of theory is wB97M-V/def2-TZVPD.

Summary:
- Energy relative to the best compared isomer or geometry (same formula, charge and spin): 2.9 kJ/mol
- Maximum force: 0.0039 hartree/bohr
- HOMO: -2.6 eV
- Charge: -2
- Total energy: -86303.352 eV
- Gap between HOMO and LUMO: 0.21945 Eh

Geometry as XYZ:
```
84
Properties=species:S:1:pos:R:3:forces:R:3
H 7.58602 4.01818 0.11763 0.002 0.004 0.006
C 4.20836 3.77714 0.24502 0.004 0.000 -0.022
Te -2.37710 -1.55433 -1.50308 -0.009 -0.011 0.067
C -6.15740 0.53443 -2.04559 -0.012 0.002 0.001
H -7.53101 -2.32312 -0.87061 0.002 0.000 0.001
C -6.77519 -1.62316 -1.20789 -0.006 -0.015 0.002
H -8.18747 -0.06999 -1.66814 0.001 0.001 0.002
C -4.14667 1.36080 1.68592 0.014 0.011 0.004
C -1.99942 -5.84400 -0.82200 -0.004 0.010 0.000
C 2.70877 1.99611 1.13299 -0.022 -0.022 -0.059
C 3.84084 0.34306 -1.81739 -0.008 -0.004 0.018
H -7.96906 -0.88747 4.78234 0.000 -0.001 0.001
F -2.12796 1.18705 -0.93260 -0.001 0.009 -0.031
O -1.71139 2.79193 1.95623 -0.018 0.031 -0.045
C 6.48690 2.41382 1.03686 -0.001 -0.014 -0.018
H 5.11960 0.94538 1.82912 -0.001 -0.004 -0.002
H -2.90309 -7.53304 -1.79473 0.002 0.000 0.000
C -3.56883 -5.66659 -2.62850 0.004 0.002 0.007
C -5.43602 -1.99072 -1.16753 0.020 -0.015 0.001
H -0.45282 -4.99250 3.19382 0.000 0.000 0.001
C -7.14400 -0.36068 -1.65036 0.013 0.005 -0.005
H -8.29706 0.78378 4.17546 0.000 0.000 0.000
C -2.83025 -6.45250 -1.75126 -0.001 -0.008 -0.002
C 2.59348 2.52116 -3.00744 0.011 -0.007 -0.003
H 1.42403 -3.41449 2.87079 0.001 -0.001 0.003
C -5.30198 0.57870 1.59558 0.004 0.000 0.007
N 1.41000 0.30088 1.81032 0.001 0.011 0.042
H -3.18322 -1.84388 2.11976 0.003 0.001 0.000
C -4.44056 1.65683 4.07310 -0.014 -0.005 0.005
C 0.19774 -1.75406 2.32991 0.008 0.014 -0.001
C 2.45426 0.43140 -1.80477 0.020 0.011 -0.067
C -1.12111 -1.30427 2.09698 -0.007 0.036 0.007
C -4.44410 -1.10485 -1.58253 -0.005 0.027 -0.028
O -7.12621 -0.40643 2.97048 -0.003 -0.003 0.006
O -6.42739 0.45763 4.97588 -0.010 -0.002 0.004
C -0.64264 -3.96798 2.89865 -0.004 0.004 0.004
H -5.16419 -2.97246 -0.79880 0.000 0.005 -0.005
C 5.23405 1.89057 1.31661 0.006 0.011 0.003
H -3.56422 1.53864 0.79113 -0.022 -0.002 -0.004
H -1.28092 -3.99175 -0.01255 -0.006 -0.010 -0.009
O -2.24559 3.32851 4.05837 -0.003 0.003 -0.005
C -2.65202 -3.66144 -1.63330 -0.008 0.009 -0.033
C 5.46264 4.29968 -0.03950 0.004 0.035 0.004
C 1.83980 1.52549 -2.40005 0.003 0.021 0.053
C -7.55332 -0.02352 4.26614 0.008 0.004 -0.001
H 7.37665 1.87427 1.34133 0.001 0.001 0.004
H 2.11088 3.37231 -3.46842 -0.006 -0.002 -0.001
C 3.97381 2.41288 -2.99664 -0.013 -0.021 -0.031
C 4.08370 2.56824 0.91859 0.014 0.003 0.041
H -4.03800 -3.67742 -3.27292 -0.003 -0.001 0.002
H 5.69227 1.28338 -2.37455 0.016 -0.006 -0.010
H -4.05124 0.88029 -2.28894 0.003 0.008 -0.006
H 3.30188 4.27777 -0.06905 -0.002 0.002 0.003
H -1.41841 -6.44440 -0.13191 0.002 -0.002 0.000
C 0.40205 -3.08351 2.71708 0.002 -0.005 -0.004
H -4.08923 2.07358 5.00633 0.005 0.001 -0.001
H 2.33400 -1.37948 2.45606 -0.001 -0.001 -0.006
C 1.37868 -0.91422 2.20641 -0.031 0.002 -0.011
C -2.18025 -2.21302 2.29844 -0.005 -0.009 0.007
C -3.71814 1.89238 2.89613 -0.013 0.006 0.011
H -4.21626 -6.13342 -3.36246 -0.001 0.001 0.001
C -2.45689 2.73906 3.00172 -0.001 -0.037 0.026
C -5.99070 0.36332 2.76246 -0.004 -0.003 -0.005
O 0.45902 -0.31742 -0.77358 -0.181 -0.012 -0.087
C 4.61242 1.33525 -2.40301 0.004 0.032 0.038
I 5.12359 3.91590 -3.90361 0.000 -0.004 -0.006
C 1.63139 -0.66546 -1.14511 0.096 0.038 0.009
H 5.54762 5.23279 -0.58474 -0.004 -0.020 0.015
C -1.94689 -3.51205 2.69251 0.010 -0.002 0.005
C -1.91662 -4.45787 -0.75727 0.008 0.002 -0.001
C -3.46987 -4.28361 -2.57641 0.000 0.002 0.002
O 2.13182 -1.78109 -1.03745 -0.006 0.009 0.052
H -2.78535 -4.18698 2.82579 -0.001 0.000 -0.001
H 4.30239 -0.51228 -1.34095 -0.004 0.001 -0.008
C 6.60617 3.61844 0.35243 -0.003 0.003 -0.006
H -5.62696 0.15235 0.65707 -0.004 0.001 -0.003
Bi -0.47775 1.42075 0.53684 0.075 -0.058 0.097
O -1.42591 -0.08214 1.74067 -0.015 -0.042 -0.002
H -6.42880 1.53218 -2.37007 0.001 0.002 0.001
C -4.81943 0.16837 -2.01473 0.006 -0.016 0.019
N 2.68879 0.83224 1.73920 0.011 -0.018 0.001
C -5.56894 0.88843 3.96825 0.010 0.002 0.000
H 0.75798 1.59385 -2.38218 0.023 -0.004 -0.032
O 1.72362 2.64726 0.66862 0.048 0.005 -0.019
```
Forces are in eV/Å.


The highest maximum force belongs to which entry?
C41H20Cl2N9OTi


Which of these has the lowest total energy?
C41H24FeN11O2S2